one.
Computed, not measured: 2 unconnected molecules or ions with the total composition C4H13N3O, with wB97M-V/def2-TZVPD.

Kohn-Sham gap (eV): 8.363
Highest occupied orbital energy (eV): -7.61
Net charge: 0

Each line ends with the Mulliken charge.
Element x y z (Å)
N1 -1.8895 -1.2938 -1.1662  -0.541
C1 -0.9523 -0.2033 -1.3760  -0.656
C2 -0.1344 0.2121 -0.3594  0.801
N2 -0.3630 0.1562 0.9930  -0.188
C3 1.1396 1.0409 -0.6626  -0.707
C4 2.3510 0.1122 -0.2999  -0.411
N3 2.4453 -0.1535 1.2036  -0.644
H1 -2.2876 -1.2181 -0.2845  0.177
H2 -2.6669 -1.2750 -1.8283  0.265
H3 -0.7024 0.0424 -2.4392  0.284
H4 0.3279 -0.1877 1.5670  -0.023
H5 -1.3255 0.2503 1.1774  -0.169
H6 1.1704 1.3270 -1.7146  0.347
H7 1.2655 1.9130 -0.0020  0.266
H8 2.2145 -0.8728 -0.8231  0.268
H9 3.3727 0.4856 -0.6170  0.378
H10 3.3478 -0.6012 1.4844  0.249
H11 1.7419 -0.8399 1.4368  0.210
O1 -3.1907 0.2682 1.6185  -0.687
H12 -2.6829 1.0439 1.3625  0.459
H13 -3.1817 -0.2065 0.7296  0.320

two.
Computed, not measured: 2 unconnected molecules or ions with the total composition C4H13N3O, with wB97M-V/def2-TZVPD.

Kohn-Sham gap (eV): 9.358
Highest occupied orbital energy (eV): -8.68
Net charge: 0

Each line ends with the Mulliken charge.
Element x y z (Å)
H1 -0.0420 2.5386 -2.5722  0.189
N1 -0.1807 1.5769 -2.4028  -0.770
C1 0.1771 1.1903 -1.2396  0.413
N2 0.5368 2.0594 -0.2187  -0.323
N3 0.0747 -0.1357 -0.9113  -0.057
C2 0.1457 -0.6764 0.4332  -0.894
C3 -1.1792 -0.7109 1.1917  -0.220
C4 -2.0362 -1.9076 0.8097  -1.187
H2 0.8983 1.7503 0.6602  0.176
H3 0.6559 3.0214 -0.4724  0.185
H4 -0.4970 -0.6676 -1.5456  0.270
H5 0.4997 -1.7023 0.3067  0.354
H6 0.9477 -0.2319 1.0174  0.323
H7 -1.6983 0.2369 1.0544  0.285
H8 -0.9597 -0.8238 2.2580  0.276
H9 -3.0690 -1.8201 1.1489  0.351
H10 -2.0324 -2.0434 -0.2747  0.303
H11 -1.7126 -2.8572 1.2410  0.316
O1 3.4013 0.1663 0.0505  -0.639
H12 2.6137 0.6137 0.3401  0.323
H13 3.4563 0.4230 -0.8746  0.326

Result of the stability comparison: one is the least stable of them.

one.
Computed, not measured: C3H7N3O2 in the gas phase, with wB97M-V/def2-TZVPD.

Kohn-Sham gap (eV): 8.561
Highest occupied orbital energy (eV): -9.13
Net charge: 0

Each line ends with the Mulliken charge.
Element x y z (Å)
H1 -2.4795 0.5939 -0.9427  0.275
N1 -1.5993 0.2902 -1.5031  -0.811
C1 -0.4144 0.4001 -1.0644  0.750
C2 -0.0762 1.3091 -0.0715  -0.509
O1 0.5963 0.9594 1.0022  -0.149
N2 -0.2889 0.2503 1.8714  -0.342
C3 0.6342 -0.9295 2.3023  -0.257
N3 0.7661 -0.2476 -1.5148  -0.246
O2 0.4683 -1.6508 -2.0502  -0.493
H2 -1.0146 1.9178 0.2851  0.315
H3 0.4201 2.1011 -0.5791  0.286
H4 0.1842 -1.6071 3.0454  0.280
H5 1.8421 -1.1768 2.2828  0.212
H6 1.6058 -0.3881 -0.8750  0.315
H7 -0.6441 -1.8218 -2.1884  0.376

two.
Computed, not measured: C3H7N3O2 in the gas phase, with wB97M-V/def2-TZVPD.

Kohn-Sham gap (eV): 9.740
Highest occupied orbital energy (eV): -9.11
Net charge: 0

Each line ends with the Mulliken charge.
Element x y z (Å)
N1 0.2118 1.3235 -2.1370  -0.449
C1 -0.7397 1.8038 -1.2551  0.235
N2 -1.3755 1.2760 -0.2263  -0.669
N3 -1.2127 -0.0984 0.0675  0.047
C2 0.0064 -0.4059 0.5350  0.681
O1 1.0785 0.1869 0.2012  -0.734
C3 0.2393 -1.4791 1.5573  -0.335
O2 1.3838 -2.3138 1.3204  -0.449
H1 0.2544 1.9666 -3.0792  0.259
H2 1.1569 0.8187 -1.7998  0.304
H3 -1.2495 2.6229 -1.9718  0.194
H4 -1.9161 -0.7854 0.2357  0.238
H5 -0.9354 -2.0831 1.6402  0.163
H6 0.5959 -0.8906 2.6731  0.215
H7 1.9936 -1.6546 1.1766  0.299

three.
Computed, not measured: C3H7N3O2 in the gas phase, with wB97M-V/def2-TZVPD.

Kohn-Sham gap (eV): 9.848
Highest occupied orbital energy (eV): -9.43
Net charge: 0

Each line ends with the Mulliken charge.
Element x y z (Å)
N1 1.2301 -1.9026 0.0344  -0.643
N2 -0.0433 -1.4794 0.4565  -0.001
C1 -0.8985 -0.5272 -0.1861  0.480
O1 -2.1074 -0.5602 0.0195  -0.608
C2 -0.1357 0.7148 -0.5156  -0.026
N3 -0.9783 1.8456 -0.8712  -0.677
C3 0.7037 0.8662 0.9175  -0.100
O2 0.4506 0.6558 2.0914  -0.418
H1 1.9265 -1.4027 0.5951  0.260
H2 1.3776 -1.7120 -0.9552  0.267
H3 -0.5633 -2.1444 1.0289  0.212
H4 0.6405 0.5380 -1.2595  0.324
H5 -1.7803 1.8782 -0.2389  0.301
H6 -1.3769 1.6999 -1.7978  0.277
H7 1.5546 1.5301 0.6812  0.351

Result of the stability comparison: one is the least stable of them.

one.
Computed, not measured: a molecular structure, C2H3N3O, with wB97M-V/def2-TZVPD.

Kohn-Sham gap (alpha / beta) (eV): 8.498 / 8.497
Highest occupied orbital energy (alpha / beta) (eV): -8.24 / -8.24
Net charge: 0

Each line ends with the Mulliken charge.
Element x y z (Å)
O1 -2.1737 -0.2132 -0.2431  -0.457
C1 -0.8797 -0.0635 -0.0983  0.568
N1 0.0048 -0.9819 0.2429  -0.841
N2 2.1868 0.0335 0.2748  -0.823
N3 0.9660 0.1618 0.0964  0.905
C2 -0.0017 1.0606 -0.2434  -0.408
H1 -2.3786 -1.1425 -0.0490  0.372
H2 2.3002 -0.9576 0.5332  0.322
H3 -0.0204 2.1054 -0.5111  0.362

two.
Computed, not measured: 2 unconnected molecules or ions with the total composition C2H3N3O, with wB97M-V/def2-TZVPD.

Kohn-Sham gap (alpha / beta) (eV): 6.644 / 6.643
Highest occupied orbital energy (alpha / beta) (eV): -9.63 / -9.63
Net charge: 0

Each line ends with the Mulliken charge.
Element x y z (Å)
C1 0.3587 -0.4418 -0.9654  -0.064
C2 0.4018 0.4879 0.0441  0.028
N1 0.9945 1.5552 -0.3319  -0.149
N2 1.5538 1.2895 -1.4085  -0.134
N3 -1.8849 -0.3295 1.6454  -0.436
O1 1.2431 0.0114 -1.8600  -0.081
H1 0.0977 -1.4568 -0.9890  0.351
H2 -1.1977 0.1690 2.2511  0.258
H3 -1.5668 -1.2848 1.6141  0.227

three.
Computed, not measured: C2H3N3O in the gas phase, with wB97M-V/def2-TZVPD.

Kohn-Sham gap (eV): 9.909
Highest occupied orbital energy (eV): -9.09
Net charge: 0

Each line ends with the Mulliken charge.
Element x y z (Å)
O1 -0.5397 2.0798 0.0438  -0.486
C1 -0.1495 0.7987 -0.0791  0.521
N1 -0.2334 -0.0836 0.8262  -0.344
N2 0.3037 -1.3045 0.5695  -0.331
C2 0.8480 -0.5680 -1.7640  -0.148
N3 0.3759 0.4267 -1.3069  -0.072
H1 -0.8052 2.2264 0.9648  0.366
H2 -0.1244 -1.9733 1.1872  0.263
H3 0.3245 -1.6022 -0.4416  0.231

Result of the stability comparison: two is the least stable of them.

one.
Computed, not measured: C2H3N3O in the gas phase, with wB97M-V/def2-TZVPD.

Kohn-Sham gap (eV): 9.821
Highest occupied orbital energy (eV): -9.64
Net charge: 0

Each line ends with the Mulliken charge.
Element x y z (Å)
O1 0.0558 1.6842 -0.9256  -0.434
N1 -0.1004 0.4567 -0.3739  0.139
C1 0.8360 -0.5485 -0.5340  -0.059
N2 0.4736 -1.4292 0.3829  -0.365
N3 -0.5553 -0.9738 1.0642  -0.410
C2 -0.8301 0.2160 0.6141  0.039
H1 0.7772 2.1144 -0.3203  0.384
H2 1.6278 -0.8346 -1.3208  0.332
H3 -1.6123 0.8663 1.0529  0.373

two.
Computed, not measured: 2 unconnected molecules or ions with the total composition C2H3N3O, with wB97M-V/def2-TZVPD.

Kohn-Sham gap (alpha / beta) (eV): 8.426 / 8.767
Highest occupied orbital energy (alpha / beta) (eV): -8.81 / -8.89
Net charge: 0

Each line ends with the Mulliken charge.
Element x y z (Å)
C1 -1.3872 0.1418 0.2985  0.114
C2 1.0012 -0.2550 -0.6298  0.093
N1 -2.3316 0.7188 -0.4378  -0.161
N2 -2.5976 -0.4612 -0.1420  -0.204
N3 1.9666 -0.5174 0.3188  -0.378
O1 1.7153 0.8630 -0.1639  -0.285
H1 -1.0726 0.5290 1.2265  0.269
H2 1.0753 -0.5628 -1.7437  0.255
H3 1.6306 -0.4562 1.2735  0.296

three.
Computed, not measured: C2H3N3O in the gas phase, with wB97M-V/def2-TZVPD.

Kohn-Sham gap (eV): 10.256
Highest occupied orbital energy (eV): -9.80
Net charge: 0

Each line ends with the Mulliken charge.
Element x y z (Å)
O1 -1.9116 0.0313 0.0621  -0.498
N1 -0.6098 -0.0244 -0.1898  0.588
C1 0.0877 1.1614 -0.1189  -0.002
C2 1.2939 0.5706 0.0711  -0.343
N2 1.4365 -0.7255 0.0092  -0.336
N3 0.1969 -1.1091 0.0033  -0.424
H1 -2.1194 -1.0032 0.4351  0.425
H2 -0.3059 2.1812 0.3398  0.284
H3 2.2636 1.1926 0.2559  0.305

four.
Computed, not measured: 2 unconnected molecules or ions with the total composition C2H3N3O, with wB97M-V/def2-TZVPD.

Kohn-Sham gap (alpha / beta) (eV): 8.522 / 8.521
Highest occupied orbital energy (alpha / beta) (eV): -9.31 / -9.31
Net charge: 0

Each line ends with the Mulliken charge.
Element x y z (Å)
N1 1.7772 -0.3713 -0.0626  -0.494
C1 0.7054 -1.1487 -0.3463  0.497
C2 -0.8253 1.3010 0.1458  -0.304
O1 -1.8168 0.5416 0.0108  0.045
N2 -2.5327 -0.3993 -0.1239  -0.038
N3 -0.1328 -1.9122 -0.6109  -0.481
H1 2.4674 -0.8842 0.4711  0.256
H2 1.5284 0.5295 0.3353  0.295
H3 -1.1708 2.3435 0.1808  0.224

Result of the stability comparison: two is the least stable of them.